No. 1
A molecular structure, C48H46N11O6SSiTi, computed with wB97M-V/def2-TZVPD.

Total charge: -1
Relative energy (zero: lowest compared OMol25 entry of this formula, charge and spin) in kJ/mol: 116.9
Spin multiplicity: 3
Frontier orbital gap (spin up / spin down) in eV: 3.7 / 6.0
Lowest unoccupied orbital energy (spin up / spin down) in eV: 1.8 / 1.8
E_HOMO (spin up / spin down) in eV: -1.9 / -4.2
E_tot in eV: -121029.996
F_max in eV/A: 3.01

CARTESIAN COORDINATES (ANGSTROEM)
Ti -0.44936 0.15483 -0.03292
O -0.21584 2.20411 1.22181
C -0.63094 2.44239 2.57521
C -0.53698 1.23102 3.48099
C -1.28874 0.01788 2.93148
C -0.51525 -0.73132 1.84540
C 0.57497 -1.55368 2.40715
C 0.56355 -2.88628 2.26214
C -0.46983 -3.53315 1.47211
C -1.31568 -2.76085 0.76852
N -1.29800 -1.38276 0.83703
H 0.74926 2.06033 1.20152
H -1.66950 2.76631 2.51849
H -0.05670 3.28282 2.97169
H -0.94761 1.52573 4.45291
H 0.51487 0.97260 3.63569
H -2.26778 0.31807 2.55086
H -1.47630 -0.68366 3.75459
H 1.34827 -1.07361 2.99942
H 1.33609 -3.48878 2.72692
H -0.52786 -4.61144 1.40100
H -2.05793 -3.20169 0.10627
O 1.05813 -1.56830 -2.83744
C 1.21605 -1.04099 -1.76159
O 1.47655 -1.81226 -0.63114
C 1.28612 0.43448 -1.47821
O 1.23091 1.26640 -2.37597
O 1.33264 0.72637 -0.16449
C -5.15552 3.46012 1.12908
N -4.25724 2.37650 0.70713
C -2.95620 2.40095 0.46043
N -2.52682 1.18799 0.15050
C -3.66524 0.43506 0.22097
N -4.73268 1.11116 0.56076
C -4.61644 4.82817 0.80006
C -4.76328 5.86340 1.73189
C -4.28958 7.15129 1.38088
C -3.64426 7.38882 0.19684
C -3.44405 6.32505 -0.74415
C -4.01440 5.05100 -0.41731
C -2.67024 6.46198 -1.89724
N -1.98026 7.49502 -2.39677
N -1.29868 7.01825 -3.48284
C -1.58416 5.76447 -3.61692
O -2.46214 5.32954 -2.66728
C -1.05144 4.78570 -4.53999
C 0.06056 5.09177 -5.33367
C 0.63177 4.11885 -6.12752
C 0.12794 2.82081 -6.13119
C -0.98506 2.50644 -5.36554
C -1.49419 1.08846 -5.41978
N -1.69199 0.45074 -4.11327
C -1.41590 0.87159 -2.89335
N -1.56633 -0.11917 -2.01850
C -1.91015 -1.16639 -2.82204
N -2.02734 -0.86998 -4.08840
C -1.58909 3.49617 -4.59380
H -5.31247 3.35802 2.20334
H -6.10749 3.27093 0.63560
H -2.35975 3.29619 0.48449
H -3.67828 -0.62306 0.02936
H -5.23979 5.68495 2.68847
H -4.42803 7.97058 2.07845
H -3.26098 8.37410 -0.03760
H -3.94927 4.25352 -1.14631
H 0.47394 6.09092 -5.28501
H 1.50336 4.35572 -6.72529
H 0.61327 2.05010 -6.71786
H -0.76385 0.47661 -5.94393
H -2.44098 1.01134 -5.95413
H -1.16993 1.89368 -2.66069
H -2.11825 -2.15305 -2.43840
H -2.46577 3.27211 -3.99756
C 0.15226 -7.03828 -1.83893
C 1.47650 -7.13035 -1.43426
C 2.18576 -5.97750 -1.11806
C 1.58661 -4.71592 -1.18600
C 0.25710 -4.64457 -1.61203
C -0.45402 -5.79169 -1.93475
Si 2.50963 -3.14169 -0.82472
C 3.53384 -3.14980 0.73282
C 3.96539 -4.29049 1.41304
C 4.74786 -4.18912 2.55891
C 5.11958 -2.93995 3.03519
C 4.70108 -1.79388 2.36918
C 3.91356 -1.89922 1.23208
H -0.40133 -7.93392 -2.09352
H 1.96040 -8.09739 -1.37104
H 3.22838 -6.07504 -0.83756
H -0.21710 -3.67399 -1.70122
H -1.48195 -5.71333 -2.26733
H 3.41583 -2.85148 -1.95987
H 3.66941 -5.27476 1.07431
H 5.05506 -5.08456 3.08542
H 5.72907 -2.85837 3.92723
H 4.97360 -0.81344 2.74109
H 3.55975 -0.99299 0.74837
C 1.63243 5.90837 5.03108
C 1.88064 5.30140 3.68826
C 1.71118 5.94046 2.50630
C 1.99075 5.20710 1.31772
N 2.43421 3.97847 1.32547
C 2.60750 3.31515 2.51300
S 3.07623 1.72333 2.61464
N 2.29378 4.01652 3.65902
C 1.74882 5.83529 -0.01792
H 1.38771 6.96246 4.93256
H 2.51567 5.80891 5.66451
H 0.80201 5.40321 5.52837
H 1.37169 6.96493 2.47201
H 2.40965 3.49028 4.51499
H 2.02909 6.88897 -0.01934
H 0.68259 5.77694 -0.25399
H 2.29631 5.29345 -0.78410

Löwdin atomic charge list, values in e, 5 entries:
1. Ti 0.9980
2. O -0.1408
3. C -0.2202
4. C -0.1735
5. C -0.1481

No. 2
A molecular structure, C34H49NOPPdS, computed with wB97M-V/def2-TZVPD.

Total charge: 0
Relative energy (zero: lowest compared OMol25 entry of this formula, charge and spin) in kJ/mol: 12.5
Spin multiplicity: 2
Frontier orbital gap (spin up / spin down) in eV: 7.3 / 7.4
Lowest unoccupied orbital energy (spin up / spin down) in eV: 0.7 / 0.3
E_HOMO (spin up / spin down) in eV: -6.5 / -7.1
E_tot in eV: -63195.862
F_max in eV/A: 0.73

CARTESIAN COORDINATES (ANGSTROEM)
Pd -0.09246 0.97580 0.40790
O -2.01001 1.53185 1.36153
N -2.78437 2.41499 0.75463
C -4.04816 2.54346 1.23469
C -4.94339 3.42036 0.69185
C -4.53394 4.20676 -0.39001
C -3.25313 4.07555 -0.85900
C -2.33628 3.16784 -0.29101
S -0.72774 3.01696 -0.86554
H -4.25308 1.89079 2.06905
H -5.93918 3.48448 1.10458
H -5.21376 4.90984 -0.85096
H -2.89406 4.66742 -1.68867
C -4.84048 0.19164 -1.45758
C -4.41614 -0.83299 -0.40673
C -5.13424 -2.16608 -0.62770
C -2.91732 -1.04603 -0.35259
C -2.12670 -1.00934 -1.49282
C -0.75450 -1.20007 -1.44697
C 0.02029 -1.20979 -2.74816
C -0.19550 -2.52789 -3.49760
C -0.34881 -0.02537 -3.64469
C -0.12447 -1.41283 -0.20043
C -0.92385 -1.50952 0.96206
C -2.30061 -1.31260 0.85449
C -0.36134 -1.96979 2.29251
C -0.60113 -3.47221 2.47204
C -0.94611 -1.19799 3.47594
C 1.31412 -1.86873 -0.15186
C 1.51556 -3.22663 -0.40730
C 2.77612 -3.79584 -0.38630
C 3.87509 -3.00141 -0.10251
C 3.69445 -1.65218 0.15165
C 2.42921 -1.05675 0.13739
P 2.17130 0.75290 0.38824
C 2.88442 1.18263 2.08587
C 1.85619 0.72361 3.12181
C 4.22513 0.55066 2.46811
C 2.99230 2.70775 2.19195
C 3.21394 1.57632 -0.95498
C 4.73395 1.47443 -0.82244
C 2.79149 0.90844 -2.26560
C 2.84087 3.06225 -1.06520
H -5.90380 0.41633 -1.35664
H -4.68406 -0.18608 -2.46953
H -4.28273 1.12454 -1.35733
H -4.71139 -0.44962 0.57618
H -4.85167 -2.59319 -1.59257
H -6.21738 -2.03274 -0.62067
H -4.87004 -2.88702 0.14751
H -2.58849 -0.81618 -2.45185
H 1.07903 -1.13594 -2.50457
H -1.25325 -2.66126 -3.73451
H 0.12754 -3.38527 -2.90710
H 0.36394 -2.53066 -4.43503
H -1.33032 -0.16755 -4.10160
H 0.37384 0.07243 -4.45701
H -0.37719 0.90964 -3.08142
H -2.90560 -1.35073 1.75258
H 0.71742 -1.80992 2.27074
H -1.67133 -3.68893 2.45256
H -0.20334 -3.80994 3.43121
H -0.12424 -4.05267 1.68250
H -1.96322 -1.52857 3.69608
H -0.98085 -0.12541 3.27983
H -0.34960 -1.37417 4.37269
H 0.65132 -3.84285 -0.62421
H 2.89859 -4.85136 -0.59160
H 4.87023 -3.42701 -0.08065
H 4.56378 -1.05264 0.36721
H 1.74059 -0.35911 3.11759
H 0.88209 1.18199 2.94479
H 2.20111 1.01625 4.11779
H 4.13939 -0.52954 2.57965
H 4.53093 0.95597 3.43695
H 5.02254 0.76536 1.76008
H 2.08647 3.20288 1.83620
H 3.84713 3.09671 1.64170
H 3.13219 2.97257 3.24309
H 5.09168 0.44648 -0.83755
H 5.10478 1.97035 0.07287
H 5.18211 1.98270 -1.68108
H 3.06571 -0.14699 -2.29264
H 3.29394 1.40972 -3.09658
H 1.71628 1.00392 -2.41620
H 3.30927 3.66701 -0.29288
H 1.76634 3.22425 -1.01654
H 3.19658 3.43352 -2.02968

Löwdin atomic charge list, values in e, 5 entries:
1. Pd 0.4776
2. O -0.2430
3. N -0.2099
4. C -0.0421
5. C -0.0720

No. 3
A molecular structure, CH2FN2OS, computed with wB97M-V/def2-TZVPD.

Total charge: -1
Relative energy (zero: lowest compared OMol25 entry of this formula, charge and spin) in kJ/mol: 196.8
Spin multiplicity: 1
Frontier orbital gap (spin up / spin down) in eV: 7.9 / 7.9
Lowest unoccupied orbital energy (spin up / spin down) in eV: 3.6 / 3.6
E_HOMO (spin up / spin down) in eV: -4.3 / -4.3
E_tot in eV: -19646.407
F_max in eV/A: 4.37

CARTESIAN COORDINATES (ANGSTROEM)
C 1.02918 0.04811 -0.21509
N -0.01324 0.46314 -0.86591
N -1.44086 -0.30502 -0.01001
O -1.05012 -0.97709 0.93532
F 1.64504 1.20787 0.74372
S -2.92916 0.12263 -0.40220
H 2.02615 0.00952 -0.84171
H 0.73301 -0.56917 0.65589

Löwdin atomic charge list, values in e, 5 entries:
1. C -0.3869
2. N 0.0132
3. N -0.7841
4. O -0.1649
5. F -0.3565

No. 4
A single C16H13BrN2O4S2 molecule, computed with wB97M-V/def2-TZVPD.

Total charge: 0
Spin multiplicity: 1
Frontier orbital gap in eV: 9.1
Lowest unoccupied orbital energy in eV: 0.6
E_HOMO in eV: -8.5
E_tot in eV: -119684.971
F_max in eV/A: 1.03

CARTESIAN COORDINATES (ANGSTROEM)
O 0.85084 -1.00411 -0.74828
C 0.03910 -1.24956 0.13051
N 0.35952 -1.31119 1.44196
C 1.62566 -0.82359 1.94765
C 1.49036 0.56222 2.49717
C 2.28823 1.66370 2.40965
C 1.62037 2.69065 3.12173
C 0.47130 2.13452 3.58551
O 0.38799 0.84499 3.22198
C -1.36424 -1.64740 -0.17081
C -1.91759 -2.75767 0.46163
C -3.18234 -3.20863 0.13683
C -3.91539 -2.54432 -0.83382
C -3.38784 -1.43333 -1.46024
C -2.11042 -0.97292 -1.14108
N -1.60846 0.15044 -1.78849
S -0.73956 1.38507 -1.05787
O -0.63810 1.17525 0.35265
O -1.35924 2.58990 -1.52553
C 0.84975 1.30742 -1.81844
C 1.12605 1.13471 -3.13928
C 2.50869 1.16601 -3.41100
C 3.22929 1.37374 -2.27350
Br 5.08437 1.49707 -2.14694
S 2.24447 1.52974 -0.85985
H -0.40156 -1.28297 2.10392
H 2.34245 -0.82567 1.12419
H 1.97156 -1.51414 2.72775
H 3.23295 1.73578 1.91138
H 1.95384 3.69820 3.26069
H -0.33897 2.53331 4.16244
H -1.32957 -3.28826 1.19585
H -3.59246 -4.07551 0.63112
H -4.90336 -2.88861 -1.09958
H -3.96130 -0.90890 -2.21116
H -2.23844 0.54693 -2.47031
H 0.36788 0.97845 -3.88320
H 2.94416 1.03870 -4.38525

Löwdin atomic charge list, values in e, 5 entries:
1. O 0.0240
2. C -0.4713
3. N 0.0870
4. C -0.0820
5. C -0.2893